No. 1
Computed, not measured: one molecule with the formula C8H15NO2S2, with ωB97M-V with the def2-TZVPD basis set.

Structure (XYZ):
```
28
Properties=species:S:1:pos:R:3:lowdin_charge:R:1
C -1.98 -1.41 -1.21 -0.154
C -1.20 -1.75 -2.24 -0.397
C -1.39 -0.76 -0.01 -0.194
C 0.13 -0.64 -0.17 -0.537
C 1.09 2.95 1.10 -0.103
C -0.17 1.59 -1.25 -0.069
C 0.35 1.58 1.12 -0.226
C 0.68 0.86 -0.23 -0.371
N 0.87 -3.21 0.66 -0.056
O 2.29 -1.24 1.16 -0.280
O 0.15 -1.64 2.37 -0.315
S 0.50 -1.46 -1.96 0.928
S 0.93 -1.61 1.13 0.570
H -2.97 -1.62 -1.25 0.070
H -1.46 -2.21 -3.10 0.031
H -1.97 0.17 0.14 0.133
H -1.49 -1.42 0.85 0.097
H 0.69 3.63 1.92 0.091
H 0.84 3.44 0.19 0.040
H 2.17 2.95 1.29 0.081
H -0.37 0.79 -2.03 0.057
H 0.30 2.49 -1.69 0.094
H -1.01 1.81 -0.65 0.058
H 0.83 1.04 2.00 0.120
H -0.67 1.84 1.36 0.104
H 1.77 0.81 -0.28 0.137
H 1.06 -3.41 -0.29 0.023
H 0.01 -3.54 1.07 0.068
```

HOMO energy: -8.723 eV
SMILES: CC[C@H](C)[C@@]1(S(N)(=O)=O)CC=CS1
HOMO-LUMO gap: 9.1 eV
relative energy (zero: lowest compared OMol25 entry of this formula, charge and spin): 76.2 kJ/mol
net charge: 0
LUMO energy: 0.42 eV

=====

No. 2
Computed, not measured: one molecule with the formula C8H15NO3S, with ωB97M-V with the def2-TZVPD basis set.

Structure (XYZ):
```
28
Properties=species:S:1:pos:R:3:lowdin_charge:R:1
O -1.06 3.32 -2.07 -0.322
S -0.65 1.97 -1.82 0.677
O -0.43 1.13 -2.97 -0.331
C 0.82 1.94 -0.74 -0.201
C 0.26 1.57 0.62 -0.157
H -0.08 2.48 1.12 0.122
H 1.02 1.10 1.25 0.105
C -0.97 0.63 0.48 -0.338
N -0.75 -0.78 0.31 -0.144
C 0.00 -1.30 -0.82 -0.133
H -0.47 -2.25 -1.11 0.134
C 1.47 -1.60 -0.48 -0.180
O 1.57 -2.45 0.65 -0.129
C 0.93 -1.89 1.77 -0.194
C -0.55 -1.61 1.48 -0.145
H -1.04 -2.57 1.29 0.128
H -1.02 -1.14 2.35 0.123
H 1.45 -0.96 2.06 0.115
H 1.04 -2.61 2.58 0.125
H 2.02 -0.67 -0.27 0.111
H 1.95 -2.12 -1.30 0.130
H -0.06 -0.61 -1.67 0.093
C -1.82 1.18 -0.66 -0.144
H -2.49 1.97 -0.34 0.107
H -2.36 0.40 -1.19 0.114
H -1.54 0.71 1.41 0.145
H 1.50 1.20 -1.15 0.085
H 1.27 2.93 -0.77 0.105
```

HOMO energy: -8.414 eV
SMILES: O=S1(=O)CC[C@H](N2CCOCC2)C1
HOMO-LUMO gap: 9.1 eV
relative energy (zero: lowest compared OMol25 entry of this formula, charge and spin): 78.9 kJ/mol
net charge: 0
LUMO energy: 0.67 eV

=====

No. 3
Computed, not measured: C8H15NOPTi as an isolated structure, with ωB97M-V with the def2-TZVPD basis set.

Structure (XYZ):
```
27
Properties=species:S:1:pos:R:3:lowdin_charge:R:1
C 0.40 -0.66 -3.32 -0.218
C -0.89 0.11 -3.18 -0.225
C -0.58 1.33 -2.56 -0.318
C 0.80 1.40 -2.28 -0.253
C 1.45 0.13 -2.66 -0.265
Ti -0.08 -0.13 -1.28 0.400
P 0.83 -2.15 -0.32 0.600
H 0.46 -1.66 -3.87 0.109
H -1.93 -0.17 -3.32 0.109
H -1.35 2.14 -2.35 0.142
H 2.56 -0.03 -2.45 0.111
H 1.24 2.25 -1.74 0.110
H 2.09 -2.17 0.37 -0.137
H 1.07 -3.21 -1.24 -0.108
H 0.04 -2.89 0.66 -0.121
C 0.89 0.49 2.17 -0.019
N -0.57 0.23 2.30 -0.154
C -1.15 0.32 3.65 -0.052
C -1.45 0.51 1.31 -0.240
O -1.11 0.83 0.14 -0.118
H 1.26 0.69 3.16 0.073
H 1.04 1.37 1.52 0.103
H 1.41 -0.39 1.73 0.049
H -1.95 1.11 3.64 0.100
H -1.61 -0.62 4.00 0.097
H -0.38 0.62 4.36 0.081
H -2.50 0.55 1.58 0.145
```

HOMO energy (alpha / beta): -4.823 / -4.456 eV
HOMO-LUMO gap (alpha / beta): 5.1 / 4.7 eV
net charge: 0
spin multiplicity: 2
<S²>: 0.7750
LUMO energy (alpha / beta): 0.26 / 0.24 eV

=====

No. 4
Computed, not measured: one molecule with the formula C8H15OP, with ωB97M-V with the def2-TZVPD basis set.

Structure (XYZ):
```
25
Properties=species:S:1:pos:R:3:lowdin_charge:R:1
C -0.75 1.37 -0.77 -0.212
C 1.53 0.29 -0.69 -0.170
C 0.52 1.41 1.47 0.034
C 0.62 1.50 -0.03 -0.377
C -1.46 0.08 -0.53 -0.482
C 1.18 -1.13 -0.25 -0.482
C -2.91 0.13 -0.11 -0.117
C 2.17 -1.92 0.63 -0.115
O -1.08 -2.32 0.83 -0.341
P -0.49 -1.03 0.56 0.854
H -1.46 2.17 -0.40 0.136
H -0.70 1.40 -1.80 0.080
H 1.34 0.28 -1.76 0.091
H 2.68 0.45 -0.51 0.139
H 1.53 1.55 1.93 0.070
H -0.32 1.68 2.07 0.027
H 1.04 2.46 -0.34 0.123
H -1.51 -0.40 -1.57 0.146
H 1.01 -1.76 -1.22 0.142
H -3.50 0.80 -0.71 0.075
H -3.08 0.32 0.90 0.051
H -3.36 -0.88 -0.24 0.094
H 1.44 -2.52 1.38 0.105
H 2.83 -1.35 1.24 0.048
H 2.72 -2.59 -0.08 0.079
```

HOMO energy (alpha / beta): -8.272 / -7.791 eV
HOMO-LUMO gap (alpha / beta): 8.0 / 7.8 eV
relative energy (zero: lowest compared OMol25 entry of this formula, charge and spin): 104.6 kJ/mol
net charge: 0
LUMO energy (alpha / beta): -0.29 / -0.02 eV

=====

No. 5
Computed, not measured: one molecule with the formula C8H16, with ωB97M-V with the def2-TZVPD basis set.

Structure (XYZ):
```
24
Properties=species:S:1:pos:R:3:lowdin_charge:R:1
C 1.62 -2.96 0.06 -0.109
C 0.28 -2.31 0.42 -0.279
C 0.34 -0.97 1.13 -0.219
C 1.10 0.12 0.35 -0.195
C 0.43 0.44 -0.98 -0.210
C -0.81 1.29 -0.94 -0.115
C -1.11 2.20 -0.02 -0.182
C -2.16 3.25 -0.18 -0.109
H 1.43 -4.00 -0.19 0.065
H 2.13 -2.50 -0.78 0.065
H 2.28 -2.96 0.93 0.074
H -0.35 -3.07 0.87 0.102
H -0.29 -2.15 -0.51 0.094
H 0.78 -1.14 2.11 0.106
H -0.67 -0.58 1.34 0.108
H 2.08 -0.29 0.18 0.100
H 1.05 1.05 0.92 0.094
H 0.22 -0.43 -1.61 0.101
H 1.13 0.97 -1.61 0.106
H -1.48 1.37 -1.78 0.101
H -0.61 2.18 0.94 0.095
H -1.76 4.26 -0.16 0.073
H -2.70 3.10 -1.11 0.065
H -2.92 3.14 0.59 0.070
```

HOMO energy: -9.047 eV
SMILES: C/C=C/CCCCC
HOMO-LUMO gap: 10.2 eV
relative energy (zero: lowest compared OMol25 entry of this formula, charge and spin): 34.8 kJ/mol
net charge: 0
LUMO energy: 1.18 eV

=====

No. 6
Computed, not measured: C8H16AlBO4 as an isolated structure, with ωB97M-V with the def2-TZVPD basis set.

Structure (XYZ):
```
30
Properties=species:S:1:pos:R:3:lowdin_charge:R:1
Al 0.08 -0.03 -1.43 0.644
B -0.75 -0.84 -3.39 -0.174
H 0.33 -0.84 -3.42 0.000
H -1.05 0.18 -3.18 -0.008
H -1.26 -1.30 -4.22 0.049
H -0.95 -1.36 -2.47 -0.012
O 1.11 -0.99 -0.59 0.225
C 2.23 -1.09 -0.19 -0.344
O 3.10 -1.98 -0.49 0.183
C 4.36 -1.80 0.21 -0.049
C 4.06 -0.80 1.30 -0.120
C 2.82 -0.14 0.82 -0.054
H 5.05 -1.32 -0.48 0.152
H 4.79 -2.72 0.60 0.158
H 4.96 -0.18 1.39 0.147
H 3.72 -1.18 2.26 0.138
H 3.08 0.80 0.33 0.158
H 2.18 0.03 1.68 0.153
O -1.05 0.74 -0.61 0.194
C -2.01 0.89 0.13 -0.324
O -2.28 0.06 1.07 0.158
C -3.46 0.42 1.85 -0.064
C -3.84 1.81 1.41 -0.102
C -3.02 2.02 0.08 0.018
H -3.31 0.45 2.93 0.151
H -4.29 -0.25 1.60 0.151
H -3.65 2.54 2.19 0.127
H -4.91 2.02 1.31 0.136
H -2.42 2.93 0.14 0.149
H -3.61 1.95 -0.83 0.158
```

HOMO energy: -18.560 eV
HOMO-LUMO gap: 9.6 eV
relative energy (zero: lowest compared OMol25 entry of this formula, charge and spin): 0.0 kJ/mol
net charge: +2
LUMO energy: -8.98 eV